Here is a structure of composition C24H49GeKNO3Si2 in a non-equilibrium geometry from the Open Molecules 2025 dataset. Energies are from the ωB97M-V functional and the def2-TZVPD basis.

```
81
Properties=species:S:1:pos:R:3:mulliken_charge:R:1
K -0.24282 0.25832 0.35318 1.284
C -1.28728 -1.98702 4.30793 -1.729
C -0.08977 -1.54650 3.45515 1.137
C 0.42946 -2.75772 2.67044 -1.211
C 1.02335 -1.03610 4.37870 -1.568
O -0.45525 -0.56080 2.52573 0.627
Ge -1.56218 1.03073 2.89569 -0.477
O -2.35619 0.88901 1.15792 -0.470
C -3.56887 0.22494 0.89135 1.409
C -4.51872 0.22914 2.09705 -1.941
C -3.29444 -1.23612 0.49620 -0.960
C -4.24033 0.94304 -0.28230 -1.386
O -0.28206 2.18574 2.10300 -0.309
C 0.57377 3.06134 2.79583 1.464
C 0.16169 3.28085 4.25774 -1.788
C 1.99820 2.49108 2.76371 -1.142
C 0.54541 4.41004 2.07062 -1.607
H -1.02746 -2.84870 4.92578 0.441
H -2.12339 -2.25954 3.65943 0.274
H -1.61176 -1.17250 4.95845 0.408
H 0.83676 -3.51804 3.33987 0.458
H 1.21178 -2.44308 1.97619 0.108
H -0.38842 -3.19872 2.09680 0.221
H 1.29719 -1.79313 5.11624 0.469
H 0.68684 -0.13894 4.90375 0.245
H 1.90872 -0.78496 3.79088 0.266
H -4.10945 -0.38836 2.90039 0.437
H -5.49676 -0.16534 1.81801 0.488
H -4.64084 1.24524 2.47630 0.373
H -2.65621 -1.69942 1.25310 -0.103
H -2.78218 -1.29014 -0.46954 0.175
H -4.22700 -1.79898 0.42598 0.536
H -4.46808 1.97374 -0.00629 0.408
H -5.16203 0.43908 -0.57939 0.358
H -3.55979 0.95754 -1.13639 0.074
H 0.22561 2.34661 4.82075 0.341
H -0.86670 3.64262 4.31273 0.379
H 0.81770 4.01435 4.72828 0.472
H 1.98699 1.48131 3.17626 0.055
H 2.68332 3.10619 3.35024 0.444
H 2.36197 2.44448 1.73366 0.140
H -0.46730 4.81581 2.09232 0.368
H 0.84008 4.27680 1.02758 0.261
H 1.22457 5.12265 2.54249 0.380
C 3.77024 1.07398 -1.80264 -1.024
Si 2.92356 -0.57691 -2.13445 0.066
C 3.10924 -1.63302 -0.58435 -0.928
C 3.81143 -1.44801 -3.56682 -1.207
C 1.14100 -0.41395 -2.70800 0.642
C 0.34582 -1.62699 -2.52343 -0.434
C -0.05254 -2.39476 -3.63135 -0.238
C -0.71039 -3.59182 -3.43566 -0.797
C -1.00200 -3.99649 -2.13970 -0.918
C -0.61289 -3.16489 -1.10424 -0.210
N 0.04738 -2.02238 -1.27424 1.087
Si 0.42877 0.91132 -3.82945 -0.031
C -1.41966 0.98216 -3.44608 -0.917
C 0.69061 0.56146 -5.67365 -1.169
C 1.19019 2.59116 -3.44675 -0.990
H 4.78308 0.88123 -1.44282 0.395
H 3.24629 1.65540 -1.04107 0.249
H 3.84697 1.68304 -2.70386 0.330
H 4.16604 -1.84910 -0.41219 0.591
H 2.58076 -2.58222 -0.67339 0.284
H 2.72464 -1.11874 0.29977 0.117
H 4.86051 -1.62650 -3.32275 0.381
H 3.77381 -0.84674 -4.47821 0.316
H 3.34487 -2.41193 -3.78301 0.330
H 0.19702 -2.05768 -4.62883 0.414
H -0.99753 -4.20007 -4.28405 0.466
H -1.51730 -4.92585 -1.94336 0.492
H -0.83875 -3.42733 -0.07673 -0.056
H -1.86972 -0.01292 -3.48092 0.378
H -1.95869 1.61572 -4.15284 0.610
H -1.58383 1.39060 -2.44508 -0.002
H 0.09093 -0.27975 -6.02550 0.348
H 1.73823 0.34379 -5.89361 0.340
H 0.40238 1.43560 -6.26100 0.389
H 1.11274 2.83346 -2.38470 0.177
H 0.66592 3.36818 -4.00698 0.406
H 2.24274 2.63442 -3.72988 0.302
```

Properties
HOMO (alpha / beta) in eV: -7.3 / -7.3
HOMO-LUMO gap (alpha / beta) in hartree: 0.27743 / 0.21613
Spin multiplicity: 2

---

Here is the ion C15H32N7O3 with charge +1 in a non-equilibrium geometry from the Open Molecules 2025 dataset. Energies are from the ωB97M-V functional and the def2-TZVPD basis.

```
57
Properties=species:S:1:pos:R:3:mulliken_charge:R:1
C -5.09435 1.00826 -0.47641 -0.996
N -3.64822 0.92100 -0.38104 0.079
C -2.83905 1.95428 -0.06510 -0.244
O -3.29540 3.05700 0.14394 -0.669
C -1.31081 1.69175 0.11071 0.625
C -0.94062 1.93172 1.59669 -1.177
C 0.56208 2.05685 1.90775 -0.600
C 1.23995 3.25652 1.27468 -1.030
N 1.63206 2.97349 -0.09324 -0.024
C 2.15600 3.80077 -0.94323 0.822
N 2.21651 3.54115 -2.21023 -0.331
N 2.57421 4.98754 -0.56189 -0.408
N -0.95724 0.31573 -0.27722 0.098
C 0.07418 -0.00096 -1.06741 -0.339
O 0.72625 0.84738 -1.65864 -0.847
C 0.24519 -1.47780 -1.35986 0.523
C 1.75257 -1.83810 -1.35053 -1.147
C 2.52529 -1.52008 -0.04010 -0.553
C 2.14382 -2.42575 1.12910 -0.727
C 2.23949 -3.88398 0.70571 -0.968
N 0.93171 -4.53131 0.82152 -0.560
N -0.53538 -2.42458 -0.58540 0.019
C -1.85585 -2.56674 -0.51849 0.955
C -2.41021 -3.72049 0.32675 -1.363
O -2.59297 -1.81463 -1.11328 -0.757
H -5.51934 1.26897 0.50497 0.312
H -5.32883 1.80843 -1.19031 0.312
H -5.56901 0.08524 -0.82078 0.357
H -3.23750 0.02088 -0.55150 0.116
H -0.89479 2.47014 -0.50432 0.374
H -1.43299 2.80603 2.02289 0.393
H -1.32016 1.09058 2.18568 0.457
H 0.71107 2.04461 2.99148 0.464
H 1.07861 1.13336 1.58911 -0.017
H 2.11912 3.53665 1.84886 0.777
H 0.53129 4.07403 1.28732 0.497
H 1.36587 2.06533 -0.46667 0.188
H 1.90999 2.60149 -2.48996 0.201
H 2.61255 4.21165 -2.86475 0.184
H 2.94629 5.67677 -1.23939 0.210
H 2.46728 5.27257 0.38819 0.191
H -1.52722 -0.43808 0.07577 0.432
H -0.11300 -1.58683 -2.36294 0.374
H 2.22139 -1.24420 -2.16466 0.550
H 1.82333 -2.91600 -1.64200 0.537
H 3.59198 -1.65506 -0.21300 0.451
H 2.34948 -0.49172 0.25240 0.044
H 2.87235 -2.25047 1.92727 0.543
H 1.18328 -2.16548 1.50425 0.408
H 2.60165 -3.92471 -0.32918 0.382
H 2.94678 -4.39234 1.36419 0.396
H 0.70687 -4.70739 1.80109 0.218
H 1.00915 -5.42110 0.34409 0.190
H -0.00689 -3.15481 -0.11058 0.060
H -2.08461 -3.61946 1.36188 0.294
H -3.49861 -3.66994 0.28538 0.393
H -2.05457 -4.66815 -0.09956 0.332
```

Properties
HOMO in eV: -11.7
Total charge: +1
Energy relative to the best compared isomer or geometry (same formula, charge and spin) in kJ/mol: 0.0
SMILES: CNC(=O)[C@@H](CCCNC(N)=[NH2+])NC(=O)[C@@H](CCCCN)NC(C)=O
HOMO-LUMO gap in hartree: 0.34616
Spin multiplicity: 1

---

Here is the molecule CH7O2PS from the Open Molecules 2025 dataset. Energies are from the ωB97M-V functional and the def2-TZVPD basis.

```
12
Properties=species:S:1:pos:R:3:mulliken_charge:R:1
C -0.95562 -1.49293 -0.04752 -0.910
S 0.23644 -0.38303 -0.81476 0.933
O -0.36675 0.12655 -2.03448 -0.658
O 1.48941 -1.11612 -0.90139 -0.658
P 0.58148 1.41874 0.56896 -0.008
H -1.65380 -1.78765 -0.82692 0.307
H -1.50226 -0.99837 0.75500 0.316
H -0.40088 -2.34024 0.34434 0.310
H 1.94462 1.08468 0.45880 0.121
H -0.01210 2.16887 -0.46781 0.116
H -0.17488 0.75452 1.56055 0.060
H 0.81434 2.56497 1.40523 0.071
```

Properties
HOMO in eV: -8.7
Energy relative to the best compared isomer or geometry (same formula, charge and spin) in kJ/mol: 106.1
SMILES: CS(=O)(=O)[PH4]
HOMO-LUMO gap in hartree: 0.33320
Spin multiplicity: 1

---

Here is a cluster of 2 separate species, CH6NOS in total in a non-equilibrium geometry from the Open Molecules 2025 dataset. Energies are from the ωB97M-V functional and the def2-TZVPD basis.

```
10
Properties=species:S:1:pos:R:3:mulliken_charge:R:1
S 2.43418 -1.02188 0.51406 -0.838
H 2.90814 -0.38142 -0.59946 -0.008
N -0.23355 0.88822 -0.61108 -0.503
C -1.20091 0.02676 0.06086 -0.048
O -0.68944 -1.04210 0.86084 -0.404
H 0.71475 0.60605 -0.36686 0.132
H -0.50095 1.83880 -0.42199 0.182
H -1.88514 0.66631 0.65644 0.186
H -1.82636 -0.49599 -0.67930 0.156
H 0.27927 -1.08475 0.58649 0.144
```

Properties
HOMO in eV: -3.1
Total charge: -1
Energy relative to the best compared isomer or geometry (same formula, charge and spin) in kJ/mol: 52.8
HOMO-LUMO gap in hartree: 0.26960
Spin multiplicity: 1

---

Here is the molecule H2 from the Open Molecules 2025 dataset. Energies are from the ωB97M-V functional and the def2-TZVPD basis.

```
2
Properties=species:S:1:pos:R:3:mulliken_charge:R:1
H 0.00000 0.00000 0.36844 0.000
H 0.00000 0.00000 -0.36844 0.000
```

Properties
HOMO in eV: -14.5
Energy relative to the best compared isomer or geometry (same formula, charge and spin) in kJ/mol: 0.0
SMILES: [H][H]
HOMO-LUMO gap in hartree: 0.62877
Spin multiplicity: 1

---

Here is the ion C3H4N3 with charge +1 in a non-equilibrium geometry from the Open Molecules 2025 dataset. Energies are from the ωB97M-V functional and the def2-TZVPD basis.

```
10
Properties=species:S:1:pos:R:3:mulliken_charge:R:1
C 1.16888 1.22297 3.09948 0.154
C 0.69348 1.21516 2.01269 -0.353
N -0.02510 1.35003 0.59332 -0.581
N -0.15814 0.48379 -0.15614 1.092
N -0.04096 -0.14755 -1.10858 -0.192
C -0.69627 -1.14038 -1.91629 -0.510
H 1.69597 1.29087 3.96116 0.485
H -0.63748 -0.76045 -2.93250 0.291
H -1.84944 -1.35455 -1.80254 0.315
H -0.15094 -2.15990 -1.75059 0.300
```

Properties
HOMO in eV: -15.6
Total charge: +1
Energy relative to the best compared isomer or geometry (same formula, charge and spin) in kJ/mol: 468.5
SMILES: C#CN=[N+]=NC
HOMO-LUMO gap in hartree: 0.35888
Spin multiplicity: 1

---

Here is a structure of composition C3H6N2O in a non-equilibrium geometry from the Open Molecules 2025 dataset. Energies are from the ωB97M-V functional and the def2-TZVPD basis.

```
12
Properties=species:S:1:pos:R:3:mulliken_charge:R:1
C 0.75840 -0.78441 -0.27239 -0.028
C 2.54968 -0.13334 -0.06387 0.335
C -1.43700 -0.35712 0.08430 -0.732
N -0.06099 -0.06266 0.25072 -0.367
N 2.27991 1.12995 -0.08846 -0.292
O 3.57251 -0.73508 -0.04652 -0.526
H 0.46982 -1.60638 -0.91868 0.301
H -1.71082 -1.29436 -0.51186 0.294
H -1.86842 0.59604 -0.29587 0.269
H -1.95194 -0.43406 1.04659 0.242
H 1.37930 1.22612 0.24778 0.267
H 3.05320 1.78838 -0.03507 0.237
```

Properties
HOMO in eV: -9.0
Energy relative to the best compared isomer or geometry (same formula, charge and spin) in kJ/mol: 251.7
HOMO-LUMO gap in hartree: 0.36446
Spin multiplicity: 1